{"formula": "C35H65BClF4IN5O16P2", "method": "the ωB97M-V functional and the def2-TZVPD basis", "elements": ["C", "O", "C", "N", "C", "N", "O", "B", "O", "O", "C", "C", "C", "O", "N", "C", "O", "F", "C", "C", "C", "O", "Cl", "C", "F", "F", "F", "N", "P", "N", "P", "O", "I", "H", "H", "H", "H", "H", "H", "H", "H", "H", "H", "H", "H", "H", "H", "H", "H", "H", "C", "C", "O", "C", "H", "H", "H", "H", "H", "H", "C", "C", "O", "C", "H", "H", "H", "H", "H", "H", "C", "C", "O", "C", "H", "H", "H", "H", "H", "H", "C", "C", "O", "C", "H", "H", "H", "H", "H", "H", "C", "C", "O", "C", "H", "H", "H", "H", "H", "H", "C", "C", "O", "C", "H", "H", "H", "H", "H", "H", "C", "C", "O", "C", "H", "H", "H", "H", "H", "H", "C", "C", "O", "C", "H", "H", "H", "H", "H", "H"], "xyz": [[-0.98372, 3.69149, 2.23178], [-0.65481, 3.01261, 1.00942], [-1.68188, 2.23323, 0.50845], [-2.34527, 2.89762, -0.71343], [-3.45439, 2.36575, -1.14733], [-3.95593, 1.27710, -0.34987], [-4.19052, 0.22012, -1.25685], [-3.27042, -0.85717, -1.01389], [-2.13535, -0.94868, -1.80657], [-3.52758, -1.67182, 0.03337], [-5.21506, 1.73866, 0.24290], [-6.22794, 2.16536, -0.83871], [-7.50808, 2.75053, -0.20971], [-8.54924, 2.69900, -0.76754], [-7.39389, 3.40942, 1.07525], [-7.60502, 2.62232, 2.21476], [-7.59710, 2.98563, 3.30510], [-7.76495, 1.31148, 1.89827], [-5.63285, 3.11573, -1.95007], [-6.61276, 3.13063, -3.14956], [-6.94764, 1.91514, -3.99574], [-7.81541, 1.97887, -4.76490], [-6.01763, 0.44124, -3.85465], [-5.54076, 4.61648, -1.47926], [-5.00170, 4.71731, -0.22707], [-4.73008, 5.33055, -2.32880], [-6.75126, 5.23301, -1.45974], [-4.22397, 2.72489, -2.25749], [-3.55288, 2.61512, -3.85700], [-2.69321, 1.34123, -4.01916], [-1.64350, 4.32834, -1.57855], [-1.52851, 5.36990, -0.33459], [0.61744, 3.51800, -1.95603], [-1.07898, 2.96721, 3.04934], [-1.90638, 4.27987, 2.11001], [-0.16664, 4.39657, 2.42298], [-1.32062, 1.25576, 0.17523], [-2.45244, 2.06613, 1.27735], [-2.24930, -1.42590, -2.65668], [-2.77371, -2.26990, 0.18474], [-4.95371, 2.55804, 0.92580], [-5.62446, 0.92354, 0.85539], [-6.57305, 1.24860, -1.33951], [-8.03863, 4.20287, 1.08289], [-7.58889, 3.43496, -2.74438], [-6.33100, 3.92335, -3.86341], [-4.65900, 2.70242, -4.72469], [-2.85781, 3.79676, -4.13832], [-2.63001, 0.76917, -3.18033], [-0.91791, 6.08568, -0.58995], [4.70009, 3.26291, 0.08356], [4.81390, 3.59669, -1.38177], [3.89945, 3.39003, -2.15002], [6.11415, 4.19882, -1.84674], [3.71939, 2.83868, 0.28913], [5.47068, 2.54402, 0.36433], [4.83768, 4.16434, 0.68307], [6.93777, 3.51457, -1.63715], [6.30214, 5.13409, -1.31730], [6.06863, 4.39260, -2.91571], [-2.84634, -1.85967, 3.44511], [-1.68737, -0.96867, 3.07719], [-1.75606, -0.21806, 2.12342], [-0.45607, -1.06869, 3.93052], [-3.66938, -1.70083, 2.75157], [-2.53405, -2.90438, 3.40236], [-3.17656, -1.64016, 4.46184], [-0.07717, -2.08995, 3.90845], [-0.68520, -0.81619, 4.96610], [0.31356, -0.39543, 3.56205], [-2.01356, -0.67257, -6.46077], [-1.72567, -1.99618, -5.80683], [-2.07486, -2.23039, -4.66273], [-0.97759, -3.01726, -6.62141], [-2.53663, -0.07444, -5.72621], [-1.07814, -0.19076, -6.74432], [-2.62282, -0.81639, -7.35572], [-0.01217, -2.60539, -6.91841], [-1.54189, -3.25702, -7.52389], [-0.82898, -3.92328, -6.03701], [-2.77587, -5.92482, 0.85252], [-1.62158, -5.14452, 0.27747], [-1.41049, -3.99304, 0.59500], [-0.73894, -5.85958, -0.71128], [-3.33319, -5.30134, 1.54821], [-3.43940, -6.25466, 0.05168], [-2.40516, -6.80740, 1.37577], [-1.32941, -6.18478, -1.56914], [-0.29444, -6.74092, -0.24612], [0.04919, -5.19136, -1.04974], [2.81115, 0.13966, -4.43589], [2.94896, 0.48509, -5.89781], [2.07712, 0.22996, -6.69700], [4.22921, 1.16426, -6.31448], [1.85099, -0.34111, -4.25655], [3.61452, -0.53702, -4.13928], [2.88000, 1.04755, -3.83278], [5.08333, 0.52697, -6.07977], [4.34359, 2.10559, -5.77404], [4.20911, 1.36045, -7.38379], [3.54185, -3.47952, 4.80280], [3.20047, -2.03031, 5.05062], [2.07781, -1.69125, 5.35590], [4.33268, -1.05106, 4.90620], [2.65569, -4.09481, 4.94512], [3.91281, -3.61128, 3.78519], [4.32254, -3.79376, 5.49782], [4.74010, -1.08935, 3.89390], [5.12039, -1.31848, 5.61036], [3.97921, -0.04294, 5.11553], [8.85977, -2.19439, 7.06008], [7.41925, -2.48117, 7.39945], [6.61819, -2.79248, 6.54589], [7.02313, -2.36215, 8.84957], [9.01489, -2.31302, 5.99034], [9.11589, -1.17466, 7.35194], [9.51423, -2.88063, 7.59975], [7.21276, -1.34859, 9.20646], [7.61022, -3.05453, 9.45475], [5.96627, -2.59249, 8.96218], [5.57368, -2.50313, -0.20839], [6.33978, -2.62158, 1.08896], [6.90535, -1.67355, 1.58042], [6.35513, -3.98255, 1.73939], [5.63374, -1.48165, -0.57679], [5.99336, -3.18117, -0.95325], [4.52694, -2.77005, -0.05128], [6.80079, -4.71588, 1.06546], [5.33417, -4.29445, 1.96596], [6.93177, -3.94336, 2.66082]], "forces_ev_per_a": [[-0.023, 0.290, -0.254], [-0.439, -0.199, -0.268], [0.207, -0.163, 0.940], [-0.416, 0.172, -0.021], [-0.176, -0.459, 0.124], [-0.051, 0.563, -0.186], [-0.234, -0.041, -0.112], [0.640, -0.131, 0.281], [-0.924, -0.237, -0.197], [0.247, 0.230, -0.420], [-0.041, -0.199, 0.192], [-0.055, 0.008, 0.512], [0.879, -0.111, 0.394], [-0.960, 0.139, -0.751], [-0.520, -0.430, -0.422], [0.415, -0.574, -2.264], [-0.223, 0.871, 2.688], [0.169, 0.134, -0.267], [-0.370, -0.156, 0.342], [0.319, 0.545, 0.217], [1.057, 0.090, 1.079], [-1.657, 0.139, -1.478], [0.285, -0.263, 0.271], [0.254, 0.602, -0.003], [-0.327, -0.068, -1.132], [-0.966, -0.702, 0.870], [1.022, -0.528, 0.149], [0.107, 0.643, 0.298], [0.934, -1.104, -0.313], [-0.008, 0.772, 0.559], [0.048, -0.066, -0.565], [0.169, -0.215, -0.157], [-0.055, 0.060, 0.049], [0.019, 0.174, -0.137], [0.174, -0.217, 0.094], [-0.173, -0.320, 0.018], [0.049, 0.269, -0.055], [0.248, 0.068, -0.493], [0.308, 0.243, 0.130], [-0.172, -0.115, 0.109], [-0.066, -0.081, -0.213], [0.167, 0.169, -0.301], [0.243, 0.356, -0.048], [0.331, -0.053, 0.202], [0.326, -0.078, -0.141], [-0.108, -0.273, 0.220], [-0.057, 0.236, 0.358], [-0.272, 0.256, 0.095], [0.127, -0.334, -0.369], [-0.210, -0.123, 0.274], [-0.178, -0.036, -0.061], [0.024, -0.004, 0.065], [-0.108, -0.031, -0.092], [-0.104, -0.024, -0.168], [0.009, 0.003, -0.002], [0.068, 0.050, 0.046], [0.095, -0.025, 0.021], [0.026, 0.049, 0.081], [0.061, -0.041, 0.061], [-0.002, 0.000, 0.009], [-0.096, 0.097, -0.128], [-0.024, -0.100, 0.005], [0.041, 0.167, 0.043], [-0.056, 0.172, -0.268], [0.015, -0.006, -0.005], [0.020, -0.002, 0.078], [0.054, -0.078, 0.041], [0.002, -0.016, 0.132], [0.010, -0.121, 0.043], [0.009, -0.013, 0.010], [-0.131, -0.305, 0.287], [0.034, -0.011, -0.019], [0.074, 0.042, 0.070], [-0.064, -0.144, 0.246], [-0.046, 0.280, -0.133], [0.052, 0.021, -0.078], [0.090, -0.022, -0.034], [-0.011, 0.028, -0.087], [0.055, 0.063, -0.055], [0.012, 0.020, -0.025], [-0.013, 0.193, 0.076], [-0.025, -0.104, -0.019], [-0.140, 0.224, -0.035], [0.104, 0.169, 0.030], [0.001, -0.006, -0.009], [0.038, -0.087, -0.001], [-0.017, -0.057, -0.073], [-0.013, -0.086, 0.034], [-0.067, -0.058, -0.043], [-0.009, -0.001, 0.004], [-0.185, -0.047, -0.023], [-0.052, -0.017, -0.056], [-0.032, -0.025, 0.044], [-0.070, 0.015, -0.147], [0.015, 0.017, -0.025], [0.054, 0.079, 0.061], [0.119, -0.021, 0.042], [0.024, 0.046, 0.074], [0.059, -0.036, 0.067], [-0.005, -0.006, 0.010], [-0.197, -0.053, 0.108], [0.014, -0.118, -0.050], [0.079, 0.047, 0.010], [-0.222, 0.234, 0.089], [0.001, 0.013, -0.001], [0.105, 0.027, 0.030], [0.096, 0.026, -0.089], [0.118, -0.080, 0.047], [0.092, -0.043, -0.136], [-0.023, -0.018, -0.017], [-0.070, -0.046, -0.167], [0.042, -0.011, 0.022], [-0.016, -0.031, 0.022], [-0.162, -0.044, -0.086], [-0.005, 0.004, 0.008], [0.043, -0.029, 0.080], [0.021, 0.065, 0.066], [0.082, -0.025, 0.043], [0.059, 0.067, 0.029], [0.009, 0.001, -0.002], [0.061, 0.157, 0.019], [-0.015, -0.004, -0.016], [-0.042, 0.030, -0.006], [0.130, 0.099, 0.145], [0.004, -0.001, 0.006], [-0.067, -0.061, 0.011], [0.013, -0.083, -0.034], [-0.098, -0.037, -0.029], [0.003, -0.094, -0.090], [-0.017, 0.013, 0.001]], "spin_multiplicity": 1, "lumo_ha": -0.12965, "e_tot_ev": -128303.4220, "charge": 1, "gap_ev": 7.38}

{"formula": "C35H65NO10", "method": "the ωB97M-V functional and the def2-TZVPD basis", "elements": ["C", "C", "C", "N", "C", "C", "H", "H", "H", "H", "H", "C", "C", "C", "O", "H", "H", "H", "H", "H", "H", "C", "C", "C", "O", "H", "H", "H", "H", "H", "H", "C", "C", "C", "O", "H", "H", "H", "H", "H", "H", "C", "C", "C", "O", "H", "H", "H", "H", "H", "H", "C", "C", "C", "O", "H", "H", "H", "H", "H", "H", "C", "C", "C", "O", "H", "H", "H", "H", "H", "H", "C", "C", "C", "O", "H", "H", "H", "H", "H", "H", "C", "C", "C", "O", "H", "H", "H", "H", "H", "H", "C", "C", "C", "O", "H", "H", "H", "H", "H", "H", "C", "C", "C", "O", "H", "H", "H", "H", "H", "H"], "xyz": [[-4.27639, 2.69462, -0.16657], [-4.68162, 1.88690, -1.27110], [-5.07876, 2.46251, -2.49501], [-4.96836, 3.76990, -2.71036], [-4.52863, 4.56506, -1.67544], [-4.13161, 4.08867, -0.41536], [-4.08160, 2.23417, 0.79073], [-4.78483, 0.83300, -1.05886], [-5.46197, 1.82204, -3.27563], [-4.43451, 5.59896, -1.97306], [-3.72107, 4.76346, 0.32121], [2.01319, 6.29967, 0.17199], [1.62942, 6.76870, 1.55560], [0.83390, 8.07925, 1.65909], [2.02012, 6.11797, 2.50813], [1.07287, 6.03377, -0.31092], [2.66333, 5.42566, 0.21100], [2.50457, 7.09067, -0.39456], [1.41890, 8.89249, 1.22954], [0.81439, 8.38508, 2.70513], [-0.15919, 8.02647, 1.21289], [6.63377, 5.86625, 3.37930], [7.02696, 4.56383, 2.64319], [6.31330, 3.26489, 2.92476], [7.97923, 4.61339, 1.88688], [5.83100, 6.42012, 2.89260], [7.46413, 6.56581, 3.28328], [6.43998, 5.66051, 4.43202], [7.04338, 2.50760, 3.21044], [5.71268, 3.00274, 2.05376], [5.56694, 3.34309, 3.71530], [1.30304, -3.34570, -5.04860], [0.32307, -4.49980, -5.20132], [0.93015, -5.74762, -5.77908], [-0.87426, -4.39821, -5.01149], [1.70845, -3.10842, -6.03219], [2.14202, -3.71271, -4.45740], [0.86819, -2.39036, -4.75481], [0.77279, -5.68297, -6.85572], [0.41948, -6.59237, -5.31680], [1.99705, -5.88719, -5.60486], [0.16211, 4.62431, -7.57129], [0.19344, 3.34574, -6.78690], [-0.12531, 3.31952, -5.29617], [0.50159, 2.33339, -7.39334], [0.28725, 4.58332, -8.65330], [1.15255, 5.02586, -7.35708], [-0.53624, 5.33801, -7.13421], [0.02983, 2.26728, -5.05777], [-1.14303, 3.60036, -5.02508], [0.59307, 3.92164, -4.73986], [-1.55982, -7.27629, -0.34199], [-1.05973, -8.00769, 0.81586], [-2.06090, -8.61826, 1.75835], [0.14924, -8.22986, 0.98374], [-2.23736, -7.80445, -1.01289], [-0.82967, -7.00131, -1.10314], [-2.06996, -6.39132, 0.03840], [-2.00448, -8.14990, 2.74097], [-1.84660, -9.67118, 1.94151], [-3.08110, -8.46642, 1.40589], [0.90526, 0.39873, 1.80743], [0.76818, -0.25760, 0.42367], [-0.39908, -1.15572, 0.19554], [1.47854, 0.08887, -0.52882], [0.17264, 0.01432, 2.51709], [0.71652, 1.46450, 1.67857], [1.91119, 0.35244, 2.22462], [-1.22951, -0.86442, 0.83868], [-0.09583, -2.20217, 0.22831], [-0.68410, -1.18683, -0.85608], [6.27161, -0.37670, -3.54571], [7.68990, -0.19144, -3.24409], [8.03745, 0.52672, -1.90661], [8.55458, -0.57544, -3.94939], [5.66117, 0.52610, -3.52540], [5.90597, -1.07584, -2.79364], [6.13715, -0.82796, -4.52875], [7.29334, 1.25312, -1.57989], [9.03052, 0.97266, -1.85166], [7.95817, -0.21231, -1.10933], [-3.48632, -1.70635, 4.92787], [-4.45709, -2.49485, 4.06701], [-5.95035, -2.04602, 4.05658], [-4.10024, -3.35960, 3.28404], [-2.81022, -2.42167, 5.39615], [-4.04163, -1.23512, 5.73883], [-2.90878, -0.92087, 4.44044], [-6.51472, -2.89647, 4.43908], [-6.16138, -1.87323, 3.00125], [-6.16719, -1.20143, 4.71061], [1.12674, 1.10063, 9.31264], [1.69980, 0.36514, 8.14870], [2.80626, 0.97929, 7.36555], [1.31848, -0.76111, 7.80432], [1.13469, 0.48674, 10.21330], [0.08990, 1.35434, 9.09193], [1.68405, 2.01583, 9.51236], [3.47280, 1.60181, 7.96245], [2.40727, 1.60127, 6.56427], [3.39067, 0.23594, 6.82333], [-6.27092, -4.27964, -2.17495], [-7.04144, -5.61915, -2.20674], [-8.54325, -5.56800, -2.40473], [-6.50385, -6.68125, -1.95747], [-6.95990, -3.50662, -1.83459], [-5.93406, -4.10784, -3.19726], [-5.43684, -4.24422, -1.47412], [-8.89055, -6.24166, -3.18810], [-8.74744, -4.52371, -2.64111], [-9.06655, -5.74782, -1.46562]], "forces_ev_per_a": [[-0.222, 0.635, -2.397], [-0.280, 0.929, 1.512], [0.937, 0.173, 1.487], [0.027, 0.675, 1.190], [0.207, -1.588, -0.919], [-0.623, -1.117, -0.664], [0.181, 0.097, 0.028], [-0.054, -0.177, -0.378], [0.018, 0.125, -0.269], [0.006, 0.183, 0.307], [-0.173, 0.057, 0.101], [-0.325, 0.079, 0.030], [0.868, -0.331, 0.144], [0.896, -0.226, 0.837], [-0.697, 0.833, -0.131], [0.045, -0.009, -0.417], [-0.133, 0.091, 0.151], [-0.161, 0.060, -0.075], [-0.078, -0.140, -0.663], [-0.529, -0.385, 0.122], [0.133, 0.006, 0.002], [0.509, -0.336, -0.397], [0.854, 1.238, 0.002], [-0.622, 0.337, 0.315], [-0.689, -0.430, 0.243], [-0.527, -0.499, 0.158], [0.255, -0.278, 0.164], [-0.311, 0.163, -0.079], [-0.100, -0.092, -0.389], [0.415, -0.324, -0.252], [0.185, 0.219, 0.227], [-0.268, -0.064, -0.431], [-0.318, 1.102, -0.324], [-0.068, -0.453, 0.483], [0.852, -0.162, 0.116], [0.177, -0.370, -0.272], [0.000, 0.438, 0.252], [-0.101, -0.373, 0.661], [-0.141, -0.321, -0.031], [-0.147, -0.137, -0.481], [0.006, 0.353, 0.049], [1.075, 0.804, 1.012], [-0.438, -0.730, -1.599], [0.511, -0.696, -0.529], [-0.097, 0.190, 0.928], [-1.059, -0.556, 0.054], [0.278, 0.468, 0.535], [-0.160, 0.078, -0.546], [-0.079, 0.099, 0.404], [0.042, 0.205, -0.264], [-0.082, 0.126, 0.018], [-0.393, 1.060, -1.722], [2.804, -2.108, 0.600], [-0.471, 0.364, 0.379], [-1.963, 0.658, -0.187], [-0.662, -0.443, 0.757], [0.678, 0.333, 0.729], [-0.204, 0.166, -0.250], [0.163, 0.198, 0.017], [0.028, 0.024, -0.304], [-0.002, -0.229, -0.032], [-0.019, -0.136, -0.365], [1.013, 1.580, -1.588], [-0.067, -0.525, -0.722], [-0.776, -0.697, 1.913], [0.171, -0.096, 0.013], [-0.130, 0.070, -0.143], [0.002, -0.317, -0.156], [-0.012, -0.578, -0.002], [-0.026, -0.187, 1.138], [-0.152, 0.883, -0.094], [-1.346, -0.549, -0.491], [0.152, 2.145, 2.225], [-0.633, -0.384, 0.105], [1.778, -0.934, -1.512], [0.188, 0.083, 0.342], [-0.398, 0.032, 0.081], [0.160, -0.087, 0.064], [-0.075, 0.241, -0.434], [-0.074, -0.197, -0.391], [0.238, -0.346, 0.017], [-0.376, -0.636, 0.973], [-0.287, 0.601, -1.499], [1.213, -0.734, 0.392], [-0.202, 0.647, 1.073], [0.270, 0.096, -0.163], [0.023, 0.113, 0.013], [-0.144, -0.247, -0.422], [-0.221, -0.037, -0.276], [-0.391, 0.088, 0.205], [0.130, 0.113, -0.306], [-0.123, 0.372, 0.248], [-0.097, -2.669, -0.995], [0.734, 0.498, -0.565], [0.100, 1.820, 0.901], [-0.018, -0.130, -0.125], [-0.047, 0.009, 0.041], [-0.107, 0.004, -0.002], [-0.066, 0.028, 0.046], [-0.278, 0.313, 0.113], [-0.107, -0.235, 0.326], [-0.767, -0.569, 0.161], [0.627, -0.893, 1.409], [0.328, 1.219, -0.282], [-0.002, 0.688, -0.441], [-0.020, 0.200, -0.407], [0.063, 0.363, 0.044], [0.095, -0.567, -0.256], [0.065, 0.024, 0.162], [-0.555, -0.116, -0.411], [0.190, -0.357, 0.033]], "spin_multiplicity": 1, "lumo_ha": -0.00430, "e_tot_ev": -59310.6578, "smiles": "c1ccncc1.CC(C)=O.CC(C)=O.CC(C)=O.CC(C)=O.CC(C)=O.CC(C)=O.CC(C)=O.CC(C)=O.CC(C)=O.CC(C)=O", "relative_energy_kj_mol": 261.47, "gap_ev": 9.26}